A 4-piece molecular cluster, C39H64F5N2O7S overall. Source: the Open Molecules 2025 dataset; level of theory: wB97M-V/def2-TZVPD.

Computed properties:
HOMO energy ... -10.843 eV
Max |F| ... 0.02356 Eh/bohr
Total charge ... +1

Last column: Mulliken charge in e.
Element x y z (Å)
C  -4.985  -2.380  -4.415  -1.19
C  -3.732  -1.639  -4.826  -0.26
O  -2.740  -1.732  -3.785  -0.22
C  -1.488  -1.984  -4.199  0.08
O  -1.208  -2.833  -4.985  -0.52
C  -0.419  -1.109  -3.590  -0.60
C  -0.838  -0.478  -2.236  -0.08
C  0.350  -0.433  -1.226  -1.71
C  0.859  0.958  -1.000  1.09
C  1.806  1.434  -1.894  -0.59
C  2.316  2.706  -1.763  -0.02
C  3.326  3.173  -2.765  0.05
O  3.015  3.931  -3.612  -0.43
O  4.572  2.685  -2.688  -0.45
C  1.850  3.539  -0.737  0.03
C  2.451  4.915  -0.660  -1.66
S  1.340  6.000  -1.627  -0.08
C  1.823  7.689  -1.157  -0.37
C  3.293  7.862  -0.792  -1.10
C  0.881  3.045  0.137  -0.16
C  0.290  3.849  1.297  1.17
F  -1.064  3.741  1.260  -0.31
F  0.520  5.172  1.187  -0.27
C  0.810  3.397  2.655  0.04
C  1.925  2.580  2.807  -0.31
C  2.317  2.215  4.090  -1.26
C  1.610  2.651  5.204  -0.63
C  0.497  3.469  5.049  -0.14
C  -0.322  3.940  6.218  0.95
F  -1.374  3.137  6.439  -0.27
F  -0.817  5.167  5.974  -0.27
F  0.387  4.002  7.341  -0.25
C  0.104  3.847  3.767  -0.35
N  0.424  1.756  -0.002  0.64
C  -0.546  1.167  0.956  -1.57
C  -1.994  1.128  0.445  -0.75
C  -2.751  -0.088  0.967  -0.46
C  -2.620  -0.334  2.475  -0.86
N  -2.533  0.921  3.258  -0.46
H  -5.446  -1.931  -3.541  0.34
H  -4.791  -3.437  -4.270  0.21
H  -5.700  -2.283  -5.231  0.40
H  -3.993  -0.594  -4.974  0.30
H  -3.375  -2.059  -5.761  0.35
H  -0.247  -0.305  -4.302  0.30
H  0.472  -1.722  -3.508  0.40
H  -1.211  0.513  -2.456  0.44
H  -1.597  -1.119  -1.806  0.17
H  1.160  -0.974  -1.701  0.95
H  0.135  -0.972  -0.311  0.39
H  2.145  0.809  -2.705  0.69
H  4.589  1.965  -2.040  0.41
H  3.434  4.947  -1.121  1.01
H  2.572  5.259  0.357  0.86
H  1.167  8.027  -0.359  0.35
H  1.600  8.289  -2.033  0.37
H  3.428  8.880  -0.441  0.39
H  3.595  7.154  -0.031  0.27
H  3.904  7.764  -1.684  0.29
H  2.484  2.235  1.949  0.53
H  3.162  1.568  4.263  0.43
H  1.897  2.358  6.202  0.52
H  -0.770  4.467  3.645  0.60
H  -0.203  0.189  1.268  0.96
H  -0.570  1.744  1.862  -0.27
H  -2.045  1.235  -0.632  0.68
H  -2.483  2.002  0.859  0.42
H  -3.803  0.064  0.741  0.50
H  -2.444  -0.982  0.422  0.08
H  -1.779  -0.981  2.724  0.29
H  -3.526  -0.842  2.786  0.54
H  -3.075  0.831  4.108  0.34
H  -1.585  1.046  3.593  0.03
C  1.513  7.607  12.737  -1.06
C  2.371  6.912  11.693  -0.28
O  1.988  5.574  11.433  -0.43
C  0.680  5.394  10.927  -0.41
C  0.441  6.068  9.586  -0.96
H  1.459  7.007  13.646  0.29
H  1.935  8.581  12.982  0.39
H  0.493  7.767  12.384  0.27
H  3.399  6.854  12.051  0.33
H  2.394  7.492  10.763  0.28
H  -0.066  5.717  11.661  0.29
H  0.559  4.315  10.815  0.33
H  0.463  7.156  9.671  0.35
H  -0.534  5.786  9.191  0.36
H  1.211  5.778  8.872  0.26
C  -2.227  -8.870  -3.800  -0.57
C  -3.485  -8.021  -3.868  -0.38
O  -3.342  -6.742  -3.274  -0.45
C  -2.369  -5.896  -3.858  -0.10
C  -2.645  -5.556  -5.310  -0.99
H  -1.857  -8.923  -2.775  0.29
H  -2.432  -9.881  -4.154  0.41
H  -1.427  -8.458  -4.419  -0.17
H  -4.282  -8.512  -3.310  0.35
H  -3.835  -7.928  -4.901  0.29
H  -1.365  -6.323  -3.743  0.23
H  -2.387  -4.977  -3.268  0.14
H  -2.551  -6.433  -5.954  0.38
H  -1.942  -4.806  -5.664  0.31
H  -3.661  -5.173  -5.425  0.26
C  1.834  -9.902  -8.442  -1.06
C  1.889  -10.075  -6.934  -0.16
O  2.785  -9.189  -6.287  -0.43
C  2.500  -7.812  -6.429  -0.61
C  1.154  -7.401  -5.856  -0.78
H  2.837  -9.942  -8.868  0.29
H  1.229  -10.691  -8.890  0.40
H  1.391  -8.946  -8.726  0.26
H  2.252  -11.076  -6.698  0.34
H  0.886  -9.994  -6.498  0.16
H  2.581  -7.506  -7.479  0.32
H  3.295  -7.294  -5.892  0.36
H  0.328  -7.828  -6.427  0.22
H  1.047  -6.315  -5.879  0.39
H  1.054  -7.745  -4.825  0.30

Cartesian forces, eV/Å:
C -0.01 0.20 -0.30
C -1.04 -0.62 0.02
O 0.08 0.85 -0.15
C 0.33 0.05 0.29
O 0.16 -0.33 -0.77
C -0.59 0.27 0.81
C 0.74 -0.72 -0.23
C -0.10 0.14 -0.36
C 0.16 -0.26 -0.29
C 0.00 0.42 0.16
C -0.30 -0.64 0.45
C 0.23 0.01 -0.02
O -0.35 0.78 -0.80
O -0.14 -0.52 0.43
C 0.18 0.20 0.32
C -0.28 0.53 -0.06
S -0.08 -0.05 -0.26
C 0.18 -0.12 0.28
C -0.51 0.23 -0.47
C 0.13 -0.05 -0.74
C 0.32 -0.12 0.82
F -0.21 0.06 -0.19
F 0.22 0.10 -0.26
C -0.14 0.05 0.05
C -0.16 0.20 0.40
C -0.07 -0.05 0.21
C -0.35 0.16 0.00
C 0.22 -0.08 -0.81
C -0.08 0.34 -0.17
F -0.07 -0.21 0.02
F 0.00 0.00 0.09
F 0.13 -0.17 0.10
C 0.04 -0.21 0.27
N 0.17 0.11 0.10
C -0.72 -0.05 0.23
C 0.06 0.22 0.45
C 0.14 -0.03 -0.26
C -0.10 0.49 0.32
N 0.12 -0.20 -0.01
H 0.05 -0.11 0.23
H 0.02 -0.12 0.20
H -0.11 -0.04 -0.07
H 0.33 0.23 0.06
H 0.40 -0.02 0.02
H 0.22 -0.05 -0.27
H 0.16 -0.02 -0.08
H -0.38 0.10 0.29
H -0.38 0.32 0.10
H 0.29 -0.07 0.13
H -0.20 0.10 0.13
H -0.03 -0.25 -0.02
H 0.34 0.08 0.04
H 0.11 -0.28 -0.05
H -0.16 0.03 0.20
H 0.00 -0.03 0.17
H -0.13 0.01 -0.16
H 0.13 0.04 0.27
H 0.25 0.08 0.17
H 0.20 -0.26 -0.01
H 0.08 -0.06 -0.05
H 0.16 -0.02 -0.19
H 0.18 -0.09 0.05
H -0.06 0.10 -0.09
H 0.31 -0.19 -0.33
H 0.31 0.14 0.06
H -0.03 -0.26 -0.18
H -0.07 0.16 -0.06
H -0.12 0.04 -0.11
H 0.00 -0.16 0.04
H 0.06 -0.19 -0.18
H 0.00 -0.29 0.08
H -0.17 0.09 -0.06
H 0.04 0.09 0.00
C -0.15 -0.07 -0.07
C 0.04 0.12 0.07
O 0.09 -0.11 -0.01
C -0.10 -0.05 -0.06
C 0.07 0.25 0.12
H 0.06 0.02 0.02
H 0.02 -0.01 0.00
H 0.02 0.05 -0.01
H 0.00 -0.09 -0.02
H -0.04 0.02 0.01
H -0.01 0.05 -0.03
H 0.07 -0.01 0.05
H -0.06 -0.01 0.01
H 0.00 -0.02 0.00
H 0.01 -0.04 -0.01
C 0.14 0.14 -0.05
C -0.02 -0.14 -0.02
O -0.06 0.08 0.17
C 0.03 0.12 -0.10
C 0.01 -0.30 -0.20
H -0.04 -0.04 0.02
H -0.03 0.00 0.01
H -0.02 -0.04 -0.04
H -0.02 0.09 0.05
H 0.05 0.00 -0.02
H 0.00 -0.02 -0.06
H -0.06 -0.05 0.08
H 0.00 0.00 0.01
H -0.05 -0.06 0.03
H 0.00 0.03 0.01
C 0.00 0.18 0.01
C -0.06 -0.10 -0.08
O 0.10 -0.04 0.08
C 0.00 0.12 0.03
C -0.13 -0.11 -0.06
H 0.00 -0.06 0.01
H 0.01 -0.02 0.01
H -0.04 -0.03 -0.01
H 0.06 0.04 0.06
H -0.02 0.03 -0.03
H -0.06 0.00 -0.01
H 0.04 -0.08 0.01
H -0.02 0.06 -0.02
H 0.01 0.00 0.00
H 0.06 0.03 0.02



C8H14O as an isolated structure. Source: the Open Molecules 2025 dataset; level of theory: wB97M-V/def2-TZVPD.

Computed properties:
HOMO energy ... -7.503 eV
Max |F| ... 0.05355 Eh/bohr
Energy above the lowest of the compared OMol25 structures with the same formula, charge and spin ... 138.6 kcal/mol

Last column: natural (NBO) charge in e.
Element x y z (Å)
C  0.802  -0.178  -0.191  0.68
C  -1.417  -0.393  0.599  -0.18
C  0.446  -0.045  1.153  -0.37
C  0.784  0.939  -1.176  -0.75
C  -2.150  0.855  0.159  -0.65
C  -1.724  -1.626  -0.216  -0.64
O  1.096  -1.401  -0.634  -0.64
C  2.810  0.424  1.142  -0.42
C  3.868  0.828  0.674  -0.53
H  1.398  -1.375  -1.552  0.50
H  -1.626  -0.591  1.651  0.21
H  0.641  -0.868  1.822  0.26
H  0.338  0.944  1.562  0.26
H  0.316  0.643  -2.119  0.23
H  1.833  1.193  -1.359  0.30
H  0.306  1.828  -0.774  0.25
H  -1.845  1.736  0.728  0.22
H  -1.580  -1.459  -1.286  0.20
H  -2.027  1.059  -0.906  0.20
H  -3.225  0.728  0.332  0.22
H  -1.117  -2.479  0.088  0.23
H  -2.774  -1.909  -0.072  0.22
H  4.848  1.146  0.375  0.21

Cartesian forces, eV/Å:
C 0.61 -0.66 -0.12
C 0.92 0.28 0.92
C -2.45 -0.67 -1.06
C 0.33 0.03 0.03
C -0.03 0.02 0.01
C 0.05 -0.08 0.02
O -0.14 0.96 0.44
C 0.46 0.09 -0.14
C 0.44 0.08 -0.05
H -0.05 0.09 0.03
H -0.19 -0.02 -0.03
H 0.11 0.09 -0.08
H 0.10 -0.05 -0.04
H -0.07 -0.05 0.11
H -0.09 -0.06 0.03
H -0.04 -0.10 0.03
H 0.04 -0.03 -0.06
H 0.04 -0.02 0.00
H 0.05 0.01 0.02
H 0.07 -0.03 -0.03
H 0.00 0.04 -0.04
H 0.06 0.09 -0.01
H -0.23 -0.03 0.01



A 2-piece molecular cluster, C4H11NO2 overall. Source: the Open Molecules 2025 dataset; level of theory: wB97M-V/def2-TZVPD.

Computed properties:
HOMO energy ... -9.384 eV
SMILES ... CC(C)(C)O.N=O
Max |F| ... 0.08177 Eh/bohr
Energy above the lowest of the compared OMol25 structures with the same formula, charge and spin ... 105.0 kcal/mol

Last column: natural (NBO) charge in e.
Element x y z (Å)
C  1.177  -1.611  -0.085  -0.65
C  0.173  -0.382  -0.080  0.25
C  0.305  0.235  1.380  -0.64
C  -1.174  -1.052  -0.266  -0.63
O  0.535  0.518  -1.059  -0.70
H  2.231  -1.327  0.275  0.21
H  0.729  -2.578  0.372  0.21
H  1.242  -1.980  -1.135  0.21
H  1.172  0.892  1.256  0.19
H  0.408  -0.599  2.082  0.22
H  -0.507  0.893  1.799  0.22
H  -1.217  -1.998  0.314  0.21
H  -1.965  -0.467  0.247  0.21
H  -1.399  -1.089  -1.304  0.22
H  1.011  1.198  -0.672  0.47
N  -0.976  2.737  -0.831  0.00
O  -0.769  3.820  -0.368  -0.25
H  -0.976  2.788  -1.925  0.25

Cartesian forces, eV/Å:
C 0.42 -0.81 -0.63
C 0.64 -2.52 3.31
C -0.72 0.42 -0.99
C -1.09 1.14 1.70
O -1.50 -1.45 -2.10
H -1.59 -0.64 -0.38
H 1.02 1.93 0.14
H 0.30 0.65 0.38
H 0.35 -0.34 0.90
H 0.50 0.39 -0.04
H 0.38 -0.67 -1.00
H 0.15 0.32 -0.99
H 0.27 0.08 -0.63
H -0.36 -0.66 -0.86
H 1.46 1.99 1.08
N -0.44 0.30 -0.61
O 0.09 -0.16 -0.32
H 0.12 0.03 1.03